# 1
Computed, not measured: a 2-piece molecular cluster, C13H24ClFN2O5S overall, with wB97M-V/def2-TZVPD.

XYZ file:
```
47
Properties=species:S:1:pos:R:3
C -0.238 0.799 -2.861
C 0.880 1.229 -3.881
C 0.520 2.452 -4.783
Cl 2.061 2.939 -5.696
N -0.017 3.641 -4.114
C -1.500 3.646 -4.014
O -1.995 4.547 -3.340
O -2.237 2.809 -4.622
S 0.766 4.070 -2.669
O 0.761 5.516 -2.617
O 0.103 3.595 -1.469
F 2.348 3.651 -2.706
H -0.239 -0.327 -2.854
H -1.271 1.093 -3.158
H 0.003 1.078 -1.806
H 1.849 1.322 -3.333
H 1.026 0.357 -4.574
H -0.160 2.076 -5.581
C -1.876 -0.415 2.414
C -1.214 -1.500 1.531
C -1.344 -2.848 2.255
C -0.444 -2.938 3.487
C 1.010 -2.612 3.144
C 1.197 -1.324 2.325
N 0.210 -1.179 1.219
O 0.595 -1.978 0.240
C 1.109 -0.082 3.235
C 2.651 -1.297 1.814
C -2.070 -1.479 0.254
H -2.964 -0.462 2.324
H -1.676 -0.527 3.478
H -1.572 0.587 2.105
H -1.095 -3.671 1.574
H -2.382 -3.012 2.557
H -0.798 -2.270 4.278
H -0.499 -3.947 3.906
H 1.596 -2.552 4.065
H 1.415 -3.462 2.585
H 1.150 0.836 2.643
H 1.947 -0.049 3.934
H 0.214 -0.047 3.852
H 2.917 -2.199 1.264
H 3.350 -1.227 2.650
H 2.825 -0.436 1.164
H -2.074 -0.478 -0.185
H -3.104 -1.746 0.480
H -1.732 -2.178 -0.511
```

Computed properties:
Charge: -1
HOMO-LUMO gap (alpha / beta): 7.242 / 6.812 eV
E_LUMO (alpha / beta): 2.27 / 1.84 eV
Spin multiplicity: 2
HOMO level (alpha / beta): -4.97 / -4.97 eV

# 2
Computed, not measured: C25H16F6N5O7PPm as an isolated structure, with wB97M-V/def2-TZVPD.

XYZ file:
```
61
Properties=species:S:1:pos:R:3
Pm 1.454 -1.334 -0.623
O 3.008 1.916 1.990
C 2.407 1.681 0.898
N 2.811 1.297 -0.302
C 4.193 1.008 -0.508
C 5.065 1.993 -0.953
C 6.461 2.005 -0.772
C 6.942 0.916 -0.239
C 6.138 -0.134 0.036
C 4.762 -0.210 0.035
N 3.915 -1.161 0.629
C 4.168 -1.952 1.651
O 5.316 -2.117 2.231
C 3.036 -2.143 2.417
C 3.206 -2.096 3.708
C 2.080 -1.954 4.564
C 0.910 -1.980 4.088
C 0.801 -2.135 2.741
N 1.767 -2.319 1.861
C 0.803 1.889 1.040
C 0.400 3.279 1.144
C -1.053 3.509 1.285
C -1.913 2.469 1.378
C -1.358 1.177 1.450
N -0.083 0.875 1.288
H 4.449 2.903 -1.073
H 6.886 2.944 -1.086
H 8.048 0.707 -0.038
H 6.579 -0.912 0.599
H 4.063 -2.195 4.285
H 2.074 -1.891 5.711
H 0.005 -1.844 4.649
H -0.222 -2.295 2.292
H 1.157 4.026 1.120
H -1.398 4.481 0.971
H -2.954 2.618 1.150
H -1.920 0.225 1.316
O 2.048 -2.323 -1.998
O -1.879 -3.252 1.407
C -1.809 -2.447 0.491
O -0.833 -1.711 0.235
C -3.030 -2.197 -0.388
C -3.003 -1.319 -1.463
C -4.143 -0.968 -2.191
C -5.322 -1.469 -1.656
C -5.385 -2.391 -0.629
C -4.206 -2.774 0.017
N -6.627 -1.264 -2.199
O -6.891 -2.099 -3.076
O -7.322 -0.266 -1.880
H -2.108 -0.899 -1.758
H -4.139 -0.343 -3.053
H -6.389 -2.769 -0.350
H -4.063 -3.403 0.913
F -4.859 1.614 -4.168
P -3.922 2.650 -4.783
F -3.481 3.156 -3.236
F -2.748 1.476 -4.835
F -2.739 3.609 -5.284
F -4.937 3.885 -4.703
F -4.219 2.258 -6.346
```

Computed properties:
Charge: -2
HOMO-LUMO gap (alpha / beta): 7.644 / 5.032 eV
E_LUMO (alpha / beta): 3.78 / 0.81 eV
Spin multiplicity: 6
HOMO level (alpha / beta): -3.87 / -4.23 eV

# 3
Computed, not measured: C11H35CoN8O6 as an isolated structure, with wB97M-V/def2-TZVPD.

XYZ file:
```
61
Properties=species:S:1:pos:R:3
Co -13.487 -19.825 16.792
O -12.919 -19.795 18.623
H -13.199 -20.244 19.444
C -15.754 -18.180 19.244
C -15.948 -19.379 18.329
C -17.487 -19.651 18.142
O -17.784 -20.946 17.513
C -19.122 -21.324 17.459
N -15.397 -18.988 17.078
H -16.043 -18.421 20.266
H -16.372 -17.346 18.911
H -14.683 -17.980 19.287
H -15.571 -20.257 18.855
H -18.047 -18.826 17.702
H -17.901 -19.617 19.150
H -19.814 -20.638 16.972
H -19.547 -21.426 18.458
H -19.193 -22.217 16.838
H -15.427 -17.979 17.120
H -16.126 -19.360 16.485
C -13.075 -19.900 12.521
C -13.078 -20.485 13.954
C -11.685 -20.451 14.624
O -11.803 -20.856 16.001
C -10.563 -21.043 16.744
N -14.148 -19.962 14.754
H -14.086 -19.686 12.176
H -12.669 -20.592 11.783
H -12.643 -18.915 12.343
H -13.360 -21.536 14.015
H -11.206 -19.491 14.429
H -11.072 -21.158 14.065
H -9.970 -21.851 16.316
H -10.853 -21.409 17.729
H -9.996 -20.116 16.819
H -14.525 -19.365 14.031
H -14.755 -20.731 14.509
C -12.512 -16.923 15.291
O -12.943 -17.837 16.028
N -13.008 -16.543 14.157
N -11.361 -16.401 15.456
H -12.658 -15.750 13.639
H -13.884 -17.009 13.965
H -11.146 -15.589 14.895
H -10.690 -16.674 16.159
C -14.904 -22.863 16.835
O -14.339 -21.757 16.843
N -14.423 -23.854 17.569
N -15.952 -23.117 16.156
H -14.944 -24.719 17.553
H -13.646 -23.603 18.164
H -16.446 -22.393 15.654
H -16.397 -24.012 16.293
C -10.975 -17.152 19.109
O -10.201 -16.215 19.174
N -12.060 -17.253 19.700
N -10.762 -18.110 18.387
H -12.501 -16.397 20.006
H -12.438 -18.159 19.460
H -9.810 -18.351 18.149
H -11.477 -18.802 18.561
```

Computed properties:
Charge: +1
HOMO-LUMO gap (alpha / beta): 8.179 / 8.173 eV
E_LUMO (alpha / beta): -2.42 / -2.43 eV
Spin multiplicity: 4
HOMO level (alpha / beta): -10.60 / -10.60 eV

Let's list energy relative to the best compared isomer or geometry (same formula, charge and spin) in order: 2.006; 3.474; 2.862 eV.
Let's list maximum force in order: 0.1170; 0.1422; 0.2117 Eh/bohr.